Here is 12 unconnected molecules or ions with the total composition C66H66F9N3 at a distorted geometry from the Open Molecules 2025 dataset. Energies are from ωB97M-V/def2-TZVPD.

Element x y z (Å)
C: 6.351 4.281 4.754
C: 6.636 2.759 4.691
C: 7.194 2.147 5.932
C: 6.518 2.386 7.194
N: 5.935 2.602 8.151
H: 5.686 4.481 5.594
H: 5.926 4.650 3.821
H: 7.306 4.805 4.793
H: 7.256 2.462 3.845
H: 5.666 2.273 4.581
H: 8.220 2.501 6.026
H: 7.397 1.081 5.827
C: 8.672 2.771 15.236
C: 7.929 3.912 14.553
C: 8.922 5.006 14.085
C: 9.660 4.603 12.875
N: 10.142 4.247 11.916
H: 8.015 1.988 15.614
H: 9.164 3.175 16.121
H: 9.499 2.384 14.640
H: 7.240 4.302 15.302
H: 7.367 3.408 13.766
H: 9.698 5.196 14.827
H: 8.372 5.917 13.850
C: 4.173 -1.714 13.366
C: 3.392 -2.090 12.100
C: 2.700 -3.480 12.158
C: 3.691 -4.556 11.954
N: 4.425 -5.390 11.776
H: 4.867 -2.520 13.601
H: 3.464 -1.523 14.172
H: 4.734 -0.808 13.136
H: 4.050 -2.081 11.231
H: 2.571 -1.388 11.954
H: 1.975 -3.655 11.363
H: 2.268 -3.555 13.156
F: 0.145 -0.679 18.073
C: 1.164 -0.874 18.886
C: 1.119 -2.007 19.724
C: 2.137 -2.223 20.598
C: 3.234 -1.321 20.584
C: 3.335 -0.224 19.714
C: 2.259 -0.040 18.878
H: 0.210 -2.590 19.732
H: 1.988 -3.047 21.280
H: 4.076 -1.443 21.249
H: 4.160 0.473 19.686
H: 2.261 0.776 18.171
F: 0.227 2.577 12.309
C: 0.640 3.349 13.313
C: 1.853 3.989 13.152
C: 2.285 4.811 14.171
C: 1.609 5.039 15.336
C: 0.397 4.357 15.527
C: -0.062 3.479 14.510
H: 2.412 3.832 12.242
H: 3.268 5.242 14.054
H: 2.031 5.620 16.143
H: -0.140 4.380 16.464
H: -0.995 2.962 14.677
F: -6.037 2.823 12.708
C: -6.292 2.119 11.588
C: -5.341 2.108 10.574
C: -5.550 1.569 9.324
C: -6.750 0.797 9.191
C: -7.723 0.710 10.204
C: -7.456 1.313 11.433
H: -4.458 2.678 10.822
H: -4.839 1.771 8.536
H: -6.907 0.295 8.248
H: -8.632 0.135 10.111
H: -8.108 1.155 12.279
F: 5.181 11.153 7.301
C: 5.393 10.027 8.012
C: 4.590 9.780 9.138
C: 4.813 8.636 9.890
C: 5.795 7.735 9.495
C: 6.613 7.954 8.367
C: 6.446 9.166 7.630
H: 3.780 10.407 9.479
H: 4.235 8.441 10.781
H: 5.884 6.828 10.074
H: 7.321 7.195 8.067
H: 7.115 9.357 6.804
F: -1.681 9.248 23.250
C: -1.833 9.295 21.935
C: -3.062 9.321 21.275
C: -3.141 9.276 19.938
C: -1.950 9.318 19.174
C: -0.702 9.307 19.779
C: -0.666 9.221 21.145
H: -3.916 9.231 21.931
H: -4.143 9.250 19.536
H: -1.967 9.420 18.099
H: 0.195 9.291 19.178
H: 0.307 9.124 21.604
F: -1.785 -4.574 14.405
C: -2.540 -4.411 13.302
C: -3.430 -5.340 12.943
C: -4.269 -5.159 11.820
C: -4.059 -4.053 11.033
C: -3.237 -3.042 11.408
C: -2.495 -3.200 12.589
H: -3.562 -6.227 13.544
H: -5.067 -5.820 11.515
H: -4.701 -4.028 10.165
H: -3.251 -2.156 10.791
H: -1.877 -2.382 12.929
F: -8.688 4.869 22.522
C: -8.175 4.493 21.314
C: -8.974 3.763 20.487
C: -8.447 3.330 19.282
C: -7.120 3.553 18.975
C: -6.332 4.340 19.798
C: -6.859 4.828 20.996
H: -10.015 3.570 20.698
H: -9.125 2.879 18.573
H: -6.764 3.252 18.001
H: -5.309 4.550 19.522
H: -6.208 5.377 21.661
F: 0.948 3.748 5.405
C: 0.110 4.420 6.194
C: -1.268 4.515 5.849
C: -2.133 5.186 6.735
C: -1.597 5.697 7.930
C: -0.257 5.613 8.251
C: 0.638 4.976 7.390
H: -1.575 4.128 4.889
H: -3.187 5.304 6.533
H: -2.287 6.300 8.501
H: 0.125 6.136 9.115
H: 1.686 4.866 7.626
F: 3.818 5.204 20.461
C: 4.218 6.148 21.321
C: 4.275 5.829 22.677
C: 4.806 6.698 23.575
C: 5.465 7.863 23.107
C: 5.391 8.198 21.764
C: 4.748 7.337 20.863
H: 3.843 4.918 23.065
H: 4.756 6.457 24.626
H: 6.009 8.522 23.768
H: 5.981 9.023 21.394
H: 4.884 7.671 19.845

The value obtained for the total energy is -98436.0149 eV. For the HOMO energy, the calculation gives -9.1 eV.